Record 1
11
Properties=species:S:1:pos:R:3 method="wB97M-V/def2-TZVPD" relative_energy_kcal_mol=61.1 orbital_gap_ev=10.533 multiplicity=1 total_energy_ha=-322.4769 e_homo_ev=-10.355 smiles="CC(=O)NC=O"
H -1.06181 -1.00388 0.44819
H 0.78954 -1.20580 -0.55488
C -1.28464 -0.25039 -0.33714
N 0.84669 0.69782 0.31291
H -0.79908 -0.75670 -1.23580
C -0.57662 0.97193 0.15974
O 2.57918 -0.72716 0.22115
C 1.43090 -0.55563 -0.19757
H -2.45516 -0.04307 -0.78283
H 1.57900 0.92985 1.11728
O -1.04800 1.94302 0.84893

Record 2
11
Properties=species:S:1:pos:R:3 method="wB97M-V/def2-TZVPD" relative_energy_kcal_mol=71.3 orbital_gap_ev=8.107 multiplicity=1 total_energy_ha=-285.3009 e_homo_ev=-7.211 smiles="C=C1NC=CO1"
H 0.69820 1.07455 1.15520
H 2.56480 -0.92228 -0.13478
N -0.15696 0.66108 0.64666
C 1.93448 -0.06994 0.00512
H 2.37967 0.81553 -0.43148
C -1.52559 0.46078 0.37512
O -0.28915 -0.99388 -0.79598
H -2.38241 -1.13706 -0.93724
C -1.57056 -0.57381 -0.48975
C 0.55971 -0.18929 -0.10424
H -2.33292 1.01257 0.83572

Record 3
18
Properties=species:S:1:pos:R:3 method="wB97M-V/def2-TZVPD" relative_energy_kcal_mol=170.5 orbital_gap_ev=8.222 multiplicity=1 total_energy_ha=-551.1738 e_homo_ev=-8.644
H 0.19944 -1.62993 1.43729
C 0.40639 -0.52224 1.28848
C 1.70845 0.72911 -0.51737
H 1.65676 -1.40540 -2.94920
O -3.17200 0.33949 2.35012
H 2.67843 1.14043 -2.32034
C 2.13882 0.37671 -1.80527
C -2.07467 -0.20247 -0.21763
O -1.49695 1.71316 2.49900
N -2.08818 0.77300 1.99345
C -1.48232 0.15595 0.90274
C 1.64564 -0.87306 -2.02003
C 1.09252 -0.35154 0.04007
O 0.96920 -1.32167 -0.92318
H 1.84799 1.63683 -0.06640
H -1.67757 -0.62866 -1.07812
H 0.74848 0.14029 1.96936
H -3.10042 -0.06998 -0.58297

Record 4
14
Properties=species:S:1:pos:R:3 method="wB97M-V/def2-TZVPD" relative_energy_kcal_mol=132.4 orbital_gap_ev=8.597 multiplicity=1 total_energy_ha=-697.1350 charge=+1 e_homo_ev=-12.909
H -1.99855 -0.02298 1.03438
N -1.27192 0.02466 -1.02501
H -1.02952 2.00584 0.13732
H -0.33472 1.62261 1.79003
N -0.99138 -0.07899 0.50660
N 2.40716 -1.06435 -0.16971
H 3.14037 -0.85374 -0.78321
S 1.32928 1.37613 -0.01526
N -0.25394 -1.04587 0.88498
C -0.45273 1.32942 0.72119
H -0.51360 -0.44545 -1.46498
H -2.23920 -0.23705 -1.25381
H 2.23550 -1.99900 0.03296
C 1.46886 -0.24457 0.02356